[1]
Density functional theory data (ωB97M-V with the def2-TZVPD basis set) for a cluster of 4 separate species, C3H14O3S in total at a distorted geometry.

Geometry as XYZ:
```
21
Properties=species:S:1:pos:R:3
C -3.021 -0.137 -1.306
C -1.920 -0.869 -0.521
C -1.141 -1.862 -1.345
S 0.548 -2.309 -0.694
H -3.635 0.370 -0.559
H -3.782 -0.691 -1.863
H -2.695 0.703 -1.921
H -1.275 -0.024 -0.265
H -2.308 -1.312 0.393
H -0.918 -1.416 -2.309
H -1.721 -2.760 -1.555
H 1.084 -1.207 -1.252
O 3.479 0.051 3.779
H 4.146 0.250 3.074
H 2.713 0.122 3.175
O 0.291 2.222 0.047
H 1.059 2.784 -0.116
H -0.090 2.500 0.886
O 2.933 1.142 1.185
H 2.932 0.534 0.459
H 3.324 1.912 0.707
```

Values from the calculation:
Energy relative to the best compared isomer or geometry (same formula, charge and spin) (kcal per mole): 23.0
Total charge: 0
DFT total energy (eV): -20315.2376
Strongest force on any atom (hartree/bohr): 0.0369
SMILES: CCCS.O.O.O

Results of the Löwdin charge analysis, in e, for atoms 1 through 8: atom 1 (C): -0.1223, atom 2 (C): -0.3283, atom 3 (C): -0.5652, atom 4 (S): 0.6555, atom 5 (H): 0.0640, atom 6 (H): 0.0693, atom 7 (H): 0.0709, atom 8 (H): 0.0803

---

[2]
Density functional theory data (ωB97M-V with the def2-TZVPD basis set) for a cluster of 4 separate species, C3H14O4 in total at a distorted geometry.

Geometry as XYZ:
```
21
Properties=species:S:1:pos:R:3
C -1.035 -0.460 0.536
C -1.002 1.090 0.020
C -2.303 1.326 -0.910
O 0.224 1.221 -0.856
H -0.214 -0.769 1.211
H -1.123 -1.185 -0.260
H -1.990 -0.706 1.080
H -1.056 1.936 0.645
H -3.258 1.010 -0.548
H -2.204 0.773 -1.849
H -2.457 2.431 -1.087
H -0.072 1.817 -1.522
O 3.005 -0.254 0.669
H 3.044 0.214 1.580
H 2.179 0.055 0.254
O 1.831 1.861 2.055
H 1.656 1.779 0.997
H 2.530 2.479 2.145
O -1.215 -4.480 -1.620
H -0.599 -3.761 -1.842
H -1.162 -4.585 -0.659
```

Values from the calculation:
Energy relative to the best compared isomer or geometry (same formula, charge and spin) (kcal per mole): 42.6
Total charge: 0
DFT total energy (eV): -11526.7629
Strongest force on any atom (hartree/bohr): 0.0909
SMILES: CC(C)O.O.O.O

Results of the Löwdin charge analysis, in e, for atoms 1 through 8: atom 1 (C): -0.0365, atom 2 (C): -0.3221, atom 3 (C): -0.0666, atom 4 (O): -0.0909, atom 5 (H): 0.0690, atom 6 (H): 0.0527, atom 7 (H): 0.0822, atom 8 (H): 0.0981

---

[3]
Density functional theory data (ωB97M-V with the def2-TZVPD basis set) for a cluster of 4 separate species, C3H14O4 in total at a distorted geometry.

Geometry as XYZ:
```
21
Properties=species:S:1:pos:R:3
C 1.138 -1.970 -0.436
C 1.501 -0.600 -1.052
C 2.052 0.291 0.050
O 0.314 0.013 -1.554
H 0.795 -2.691 -1.193
H 0.247 -1.904 0.204
H 1.969 -2.394 0.119
H 2.199 -0.799 -1.884
H 2.067 1.350 -0.222
H 3.066 -0.083 0.306
H 1.382 0.227 0.920
H -0.377 -0.634 -1.676
O -0.099 -0.643 2.426
H -0.885 -0.362 1.916
H 0.223 0.163 2.817
O -1.703 2.151 -0.963
H -1.766 2.125 -1.920
H -0.851 1.706 -0.800
O -2.399 0.388 1.073
H -2.444 0.663 2.005
H -2.615 1.206 0.598
```

Values from the calculation:
Energy relative to the best compared isomer or geometry (same formula, charge and spin) (kcal per mole): 11.5
Total charge: 0
DFT total energy (eV): -11528.1094
Strongest force on any atom (hartree/bohr): 0.0284
SMILES: CC(C)O.O.O.O

Results of the Löwdin charge analysis, in e, for atoms 1 through 8: atom 1 (C): -0.0611, atom 2 (C): -0.4635, atom 3 (C): -0.0585, atom 4 (O): -0.0689, atom 5 (H): 0.0778, atom 6 (H): 0.0711, atom 7 (H): 0.0818, atom 8 (H): 0.1341

---

[4]
Density functional theory data (ωB97M-V with the def2-TZVPD basis set) for a cluster of 4 separate species, C3H14O4 in total.

Geometry as XYZ:
```
21
Properties=species:S:1:pos:R:3
C 1.575 -3.424 0.409
C 0.758 -2.515 1.309
C 0.768 -1.075 0.850
O -0.604 -2.941 1.380
H 1.372 -3.229 -0.646
H 1.358 -4.481 0.606
H 2.637 -3.272 0.596
H 1.164 -2.576 2.325
H 1.784 -0.689 0.730
H 0.251 -0.444 1.572
H 0.273 -0.993 -0.119
H -0.720 -3.728 0.845
O -2.867 3.656 -1.517
H -3.763 3.373 -1.316
H -2.864 4.610 -1.401
O -0.765 1.955 -0.483
H -1.098 1.634 0.359
H -1.474 2.508 -0.844
O 1.100 4.006 -1.467
H 0.518 3.466 -0.916
H 0.600 4.159 -2.273
```

Values from the calculation:
Energy relative to the best compared isomer or geometry (same formula, charge and spin) (kcal per mole): 11.6
Total charge: 0
DFT total energy (eV): -11528.1061
Strongest force on any atom (hartree/bohr): 0.0065
SMILES: CC(C)O.O.O.O

Results of the Löwdin charge analysis, in e, for atoms 1 through 8: atom 1 (C): -0.0650, atom 2 (C): -0.5046, atom 3 (C): -0.0675, atom 4 (O): -0.0543, atom 5 (H): 0.0844, atom 6 (H): 0.0809, atom 7 (H): 0.0808, atom 8 (H): 0.1316

---

[5]
Density functional theory data (ωB97M-V with the def2-TZVPD basis set) for a cluster of 4 separate species, C3H14O4 in total at a distorted geometry.

Geometry as XYZ:
```
21
Properties=species:S:1:pos:R:3
C -0.865 3.339 -1.665
O -0.465 2.584 -0.478
H -1.107 4.381 -1.456
H -0.077 3.290 -2.416
H -1.697 2.837 -2.159
H -1.193 2.439 0.131
C 1.579 0.742 2.782
O 0.805 -0.311 3.105
H 1.711 1.032 1.740
H 1.135 1.643 3.207
H 2.591 0.634 3.173
H 1.353 -1.074 3.303
C -1.027 -3.376 -1.450
O -0.653 -4.090 -0.292
H -1.515 -2.444 -1.164
H -0.084 -3.160 -1.951
H -1.679 -3.951 -2.108
H -0.210 -4.913 -0.510
O 0.245 -0.177 -0.686
H 0.027 0.748 -0.800
H 1.124 -0.172 -0.306
```

Values from the calculation:
Energy relative to the best compared isomer or geometry (same formula, charge and spin) (kcal per mole): 71.0
Total charge: +1
DFT total energy (eV): -11516.0784
Strongest force on any atom (hartree/bohr): 0.0514
Spin multiplicity: 2
Expectation value of S²: 0.76

Results of the Löwdin charge analysis, in e, for atoms 1 through 8: atom 1 (C): -0.1000, atom 2 (O): -0.1530, atom 3 (H): 0.0821, atom 4 (H): 0.0826, atom 5 (H): 0.0782, atom 6 (H): 0.0836, atom 7 (C): -0.1345, atom 8 (O): 0.0498

---

[6]
Density functional theory data (ωB97M-V with the def2-TZVPD basis set) for a cluster of 5 separate species, C3H14O5 in total at a distorted geometry.

Geometry as XYZ:
```
22
Properties=species:S:1:pos:R:3
C -1.049 -1.047 2.414
C 0.125 -0.540 2.095
C 1.212 -1.236 1.425
O 0.342 0.892 2.186
H -1.087 -2.129 2.221
H -1.952 -0.543 2.705
H 1.024 -2.238 1.499
H 1.368 -1.049 0.422
H 2.185 -1.223 1.913
H 1.314 1.177 2.559
O 0.223 0.363 -2.547
H 0.207 0.713 -1.581
H 1.159 0.646 -2.859
O -1.561 2.571 -1.826
H -1.065 2.425 -2.691
H -2.337 1.994 -1.840
O -0.641 -2.042 -1.755
H -0.839 -2.775 -2.358
H 0.014 -1.356 -2.268
O 0.713 1.690 -0.224
H -0.128 2.232 -0.256
H 0.772 1.473 0.766
```

Values from the calculation:
Energy relative to the best compared isomer or geometry (same formula, charge and spin) (kcal per mole): 45.3
Total charge: 0
DFT total energy (eV): -13574.0309
Strongest force on any atom (hartree/bohr): 0.0781
SMILES: C=C(C)O.O.O.O.O

Results of the Löwdin charge analysis, in e, for atoms 1 through 8: atom 1 (C): 0.0849, atom 2 (C): -0.3986, atom 3 (C): -0.0453, atom 4 (O): -0.0970, atom 5 (H): 0.0820, atom 6 (H): 0.0691, atom 7 (H): 0.0554, atom 8 (H): 0.0618

---

[7]
Density functional theory data (ωB97M-V with the def2-TZVPD basis set) for a cluster of 6 separate species, C3H14O5 in total at a distorted geometry.

Geometry as XYZ:
```
22
Properties=species:S:1:pos:R:3
O 1.827 0.194 1.177
C 0.923 -0.447 0.760
C 0.384 -0.106 -0.620
C 1.540 0.109 -1.601
H 0.170 -1.055 1.388
H -0.354 -0.831 -0.968
H -0.189 0.822 -0.455
H 1.311 0.245 -2.685
H 2.139 0.986 -1.341
H 2.199 -0.757 -1.423
H 0.748 3.749 0.718
H 0.105 2.303 0.950
O 0.538 2.922 0.279
H -1.330 1.708 2.280
H 0.657 -2.590 -0.017
O -0.768 1.240 1.641
H -2.058 1.182 0.775
H -3.355 1.326 -0.190
O -2.403 1.179 -0.197
H -0.537 -4.506 0.413
H -0.499 -3.426 -0.511
O -1.050 -4.245 -0.370
```

Values from the calculation:
Energy relative to the best compared isomer or geometry (same formula, charge and spin) (kcal per mole): 228.3
Total charge: 0
DFT total energy (eV): -13566.0966
Strongest force on any atom (hartree/bohr): 0.0596

Results of the Löwdin charge analysis, in e, for atoms 1 through 8: atom 1 (O): 0.1853, atom 2 (C): -0.3109, atom 3 (C): -0.2322, atom 4 (C): -0.0763, atom 5 (H): 0.1723, atom 6 (H): 0.1124, atom 7 (H): 0.0770, atom 8 (H): 0.0986

---

[8]
Density functional theory data (ωB97M-V with the def2-TZVPD basis set) for a cluster of 4 separate species, C3H15N2O3 in total at a distorted geometry.

Geometry as XYZ:
```
23
Properties=species:S:1:pos:R:3
C -1.137 2.253 0.435
C 0.083 1.297 0.157
C 0.898 1.578 -0.933
N 0.846 2.633 -1.736
N 0.161 -0.116 0.804
H -1.786 2.334 -0.536
H -0.762 3.192 0.975
H -1.875 1.683 1.017
H 1.634 0.807 -1.191
H 0.348 3.522 -1.415
H 1.616 2.815 -2.330
H 0.785 -0.551 0.091
H -0.628 -0.616 0.654
H 0.421 -0.069 1.786
H 0.335 -3.661 -3.001
H 0.499 -4.259 -1.559
O -0.129 -3.653 -2.147
H 2.196 -1.252 2.605
H 3.084 -2.049 1.688
O 2.159 -1.780 1.729
H -3.537 -1.820 0.719
H -2.627 -0.813 1.491
O -2.583 -1.473 0.697
```

Values from the calculation:
Energy relative to the best compared isomer or geometry (same formula, charge and spin) (kcal per mole): 77.4
Total charge: 0
DFT total energy (eV): -12471.7982
Strongest force on any atom (hartree/bohr): 0.1227
Spin multiplicity: 2
Expectation value of S²: 0.75

Results of the Löwdin charge analysis, in e, for atoms 1 through 8: atom 1 (C): -0.1145, atom 2 (C): -0.2960, atom 3 (C): -0.2382, atom 4 (N): 0.0676, atom 5 (N): 0.1725, atom 6 (H): 0.1038, atom 7 (H): 0.0876, atom 8 (H): 0.0275